Record 1
DFT (ωB97M-V with the def2-TZVPD basis set) results for a 6-piece molecular cluster, C39H82ClN7 overall.

Summary:
2S+1: 2
LUMO energy (spin up / spin down): -0.20630 / -0.20639 hartree
Total charge: +3
Frontier orbital gap (spin up / spin down): 4.3 / 8.5 eV
ΔE to the lowest compared entry with this formula, charge and spin: 0.000 eV

The geometry in XYZ format:
```
129
Properties=species:S:1:pos:R:3:forces:R:3
C -1.6600 1.4283 2.4758 0.3304 -0.0448 -1.0430
C -0.4286 2.3419 2.1836 -0.2645 -1.1428 0.8016
C -0.2214 2.9119 0.8318 -0.6692 1.1679 -2.5143
C -1.1691 4.1000 0.5547 -0.4493 -0.2937 -1.2295
N -1.1404 4.6642 -0.9496 2.2875 -0.5873 0.3049
C -1.3813 3.4882 -1.9910 -0.3029 1.1775 1.4773
C -2.0994 4.0679 -3.1747 0.0773 1.2924 0.3974
C -2.8183 5.3299 -2.6188 0.4747 0.5553 0.1061
C -2.1978 5.6717 -1.2307 -1.0602 -0.9909 0.7062
C 0.2080 5.3317 -1.1869 0.0553 -0.3564 -0.1453
H -2.5450 1.7189 1.9098 -0.2239 0.4155 0.4952
H -1.8804 1.2485 3.5280 0.0082 0.6142 0.0023
H -1.4554 0.4349 2.0766 0.2956 -0.1026 -0.1649
H 0.4143 1.6525 2.2314 0.3622 0.2852 0.9574
H -0.3669 3.2038 2.8479 0.2446 -0.4179 0.6260
H -0.3116 2.1890 0.0209 -0.4236 -0.4305 0.1023
H 0.8064 3.2483 0.6955 0.1759 0.2555 0.4569
H -1.0330 4.8857 1.2979 0.3806 0.4898 -0.5141
H -2.2102 3.8086 0.6932 -0.0580 -0.2733 -0.2072
H -0.3921 3.1024 -2.2374 -0.4166 -0.6453 0.4329
H -2.1115 2.9122 -1.4225 0.7056 -0.8698 -0.2363
H -1.3836 4.3904 -3.9307 -0.1984 -0.3051 -0.2359
H -2.8279 3.3500 -3.5516 0.2917 0.0151 -0.2085
H -2.6693 6.1770 -3.2884 -0.2440 -0.1156 -0.0630
H -3.8874 5.1463 -2.5119 0.1069 0.1729 0.0412
H -1.7686 6.6496 -1.0121 -0.3322 0.0727 -0.5249
H -2.9347 5.4467 -0.4597 -0.2563 0.4724 -0.0490
H 0.3752 6.1040 -0.4361 -0.1218 -0.1275 0.0121
H 0.2839 5.7881 -2.1738 -0.5848 0.0462 -0.0368
H 1.0315 4.6178 -1.1724 -0.2394 -0.2325 0.3794
C 6.9319 3.5822 -2.5256 0.2634 0.5208 -0.9757
C 5.4722 3.5904 -3.0432 0.9824 -1.7131 1.5229
C 4.5668 2.8843 -2.0138 -0.9972 -0.0985 0.2040
C 4.7633 1.3681 -1.9342 0.1317 -0.6179 0.8676
N 3.6799 0.5894 -1.1138 -1.1752 0.4084 -0.8021
C 4.0650 -0.9302 -0.9608 0.0485 0.6463 -1.7624
C 3.0559 -1.7132 -1.8482 0.7028 -0.8649 0.2981
C 2.4648 -0.7058 -2.7877 -1.3982 1.8226 0.2970
C 2.3138 0.5994 -1.9538 1.1412 -1.4228 1.0377
C 3.4594 1.1808 0.2818 1.4786 -0.3910 -1.8340
H 7.0367 4.0423 -1.5431 -0.0820 0.4361 -0.2118
H 7.4954 4.0989 -3.3024 0.3068 0.5200 0.4431
H 7.5080 2.6601 -2.4483 -0.7620 -0.6311 -0.1037
H 5.3941 2.9679 -3.9346 0.0839 0.3324 -0.3573
H 5.1550 4.6086 -3.2681 -0.0823 -0.1643 0.1658
H 3.5466 3.1422 -2.2981 -0.3546 -0.3469 -0.0376
H 4.6498 3.2170 -0.9791 0.4748 0.6801 -0.1377
H 5.6689 1.1053 -1.3875 0.2266 0.3598 -0.0117
H 4.8968 0.9005 -2.9097 -0.5554 -0.1367 -0.0358
H 4.1135 -1.2750 0.0721 -0.3228 0.5002 -0.0133
H 5.0742 -0.9658 -1.3712 -0.0104 -0.1953 0.0879
H 2.4203 -2.3231 -1.2062 -0.6797 0.6508 -0.1343
H 3.5078 -2.4489 -2.5135 0.6839 -0.0827 0.4126
H 1.4665 -0.8952 -3.1822 -0.0294 -0.5710 0.1734
H 3.1001 -0.6018 -3.6674 0.1476 0.3692 0.1087
H 1.5494 0.4953 -1.1837 -0.1566 -0.5857 -0.0121
H 2.0480 1.5310 -2.4533 0.9726 0.0474 -0.2212
H 2.7817 0.4900 0.7834 -0.3510 0.6853 0.0679
H 3.2397 2.2334 0.1032 -0.7775 -0.2751 0.6102
H 4.4518 1.1495 0.7315 -0.0859 -0.0309 0.3528
C 0.9235 -4.9570 9.9049 -1.0881 0.8829 1.7548
C 1.5568 -5.0371 8.5624 0.6060 -1.3268 -0.4500
C 1.5720 -3.7633 7.7188 -0.1359 -0.1354 0.4241
C 2.0054 -4.0558 6.2765 -0.0164 2.3256 -0.1799
N 2.0349 -2.7286 5.3904 -0.3332 0.1893 0.3679
C 0.5625 -2.2623 5.2269 0.6405 0.0201 0.2346
C 0.5709 -1.4871 3.9365 -0.0059 1.2586 -0.8996
C 1.6955 -2.0179 2.9904 -0.2439 -0.4224 1.2550
C 2.4593 -2.9995 3.8887 -0.8208 -0.5105 0.5655
C 2.9579 -1.6477 6.0286 -0.7062 -0.8287 -0.8494
H 0.0023 -5.5338 9.9863 0.1121 -0.2425 -0.1542
H 0.5748 -3.9553 10.1563 0.2649 0.2911 0.0930
H 1.5675 -5.2840 10.7212 0.0325 0.0541 -0.1147
H 1.0195 -5.8830 8.1336 0.1781 0.2226 -1.0372
H 2.5675 -5.4142 8.7190 0.2289 0.1490 -0.3598
H 2.2464 -3.0580 8.2045 0.3627 -0.1229 -0.0958
H 0.6075 -3.2772 7.8651 -0.3359 -0.1073 -0.6942
H 1.2695 -4.6427 5.7268 0.5321 -0.5329 0.2081
H 3.0464 -4.3781 6.2941 -0.2665 -0.5835 -0.3164
H 0.1833 -1.7312 6.1000 0.7423 0.5466 0.0133
H -0.1371 -3.0977 5.2553 0.5708 -0.6041 -0.6158
H 0.8087 -0.4382 4.1136 -0.0341 0.0923 0.3617
H -0.4191 -1.4346 3.4833 0.0986 -0.3763 -0.1944
H 2.4197 -1.2600 2.6915 -0.4384 0.3721 -0.0473
H 1.3007 -2.4855 2.0885 0.0058 -0.0195 0.1048
H 3.5269 -2.9312 3.6797 0.0413 -0.1785 0.8381
H 2.1078 -4.0172 3.7188 0.2024 -0.0391 -0.0032
H 3.9442 -2.1105 6.0604 -0.0413 0.1845 0.1615
H 2.6224 -1.3265 7.0147 -0.1198 -0.4069 -0.1505
H 2.9769 -0.7646 5.3900 -0.0436 -0.2050 -0.1672
C -5.5173 -4.1559 -5.4098 0.0130 0.2750 -0.7286
C -4.9147 -2.8199 -4.8075 -0.6075 -1.4699 -1.7221
N -4.2404 -3.1154 -3.5704 0.6543 -0.7179 1.0340
C -2.8965 -3.1639 -3.2875 1.7633 0.0138 1.4799
C -2.6559 -3.2665 -1.9079 -4.3512 0.3105 -1.9998
N -4.0188 -3.2855 -1.3979 0.7210 -0.9147 -1.7445
C -4.9040 -3.3358 -2.4556 1.3755 1.5644 3.0285
C -4.3605 -3.4090 0.0320 0.6355 -0.4480 -0.8700
H -4.7748 -4.7890 -5.8956 0.5679 0.0749 0.5882
H -6.1973 -4.0657 -6.2568 -0.1621 1.0208 0.0706
H -6.0990 -4.7896 -4.7403 0.3061 0.3212 0.5755
H -5.6406 -2.0253 -4.6346 -0.1825 -0.3279 0.1522
H -4.1733 -2.3752 -5.4713 -0.0257 -0.2701 -0.1193
H -2.1314 -3.1853 -4.0494 -0.2932 0.2618 -0.1516
H -1.7907 -3.2852 -1.2618 0.0334 0.1519 -0.1200
H -5.9711 -3.2563 -2.3100 0.0436 -0.1824 -0.1918
H -4.0462 -4.4053 0.3429 -0.1850 0.0458 0.2095
H -5.4388 -3.3016 0.1503 0.2468 0.2524 0.2120
H -3.7276 -2.6753 0.5312 -0.4798 0.0806 0.2874
C -1.3328 1.3970 -5.6164 0.3058 -0.1510 -0.3259
C -1.6973 0.0257 -4.9465 0.8319 1.5595 -0.4933
N -2.6166 0.1646 -3.8735 0.0404 -0.0938 1.8983
C -3.9599 0.2327 -4.0102 -0.7667 -0.4630 -0.0803
C -4.5422 0.3617 -2.7996 -0.3472 -0.2007 0.6686
N -3.5231 0.3967 -1.8018 -2.8125 -0.0604 0.3401
C -2.3717 0.3750 -2.4697 4.2739 0.5410 -2.1919
C -3.6750 0.5771 -0.3724 -0.7579 -0.9133 -0.2389
H -0.9183 1.2780 -6.6174 -0.3919 -0.3876 -0.2433
H -0.5188 1.9690 -5.1708 -0.0681 -0.1867 0.8198
H -2.1853 2.0730 -5.6822 -0.1463 -0.2118 -0.0403
H -0.7701 -0.4181 -4.5840 -0.0832 -0.3074 0.0433
H -2.1426 -0.6222 -5.7014 0.0649 -0.0730 -0.0347
H -4.3905 0.0010 -4.9732 -0.2924 0.3876 0.1054
H -5.5888 0.2497 -2.5576 0.0918 0.2834 0.0786
H -1.3759 0.3690 -2.0518 -0.2691 -0.4173 0.0833
H -4.2778 1.4427 -0.0976 0.3099 0.5102 -0.1386
H -2.7425 0.4953 0.1860 0.1795 0.2860 -0.5778
H -4.2650 -0.2545 0.0127 -0.1497 -0.2436 0.1002
Cl -0.2847 -1.4161 0.0592 0.1485 0.2057 0.0599
```
Positions in Å, forces in eV/Å.



Record 2
DFT (ωB97M-V with the def2-TZVPD basis set) results for a 6-piece molecular cluster, C39H83F3N6O3S overall.

Summary:
2S+1: 2
LUMO energy (spin up / spin down): -0.50623 / -0.67613 hartree
Total charge: +5
Frontier orbital gap (spin up / spin down): 6.4 / 1.8 eV
ΔE to the lowest compared entry with this formula, charge and spin: 1.182 eV

The geometry in XYZ format:
```
135
Properties=species:S:1:pos:R:3:forces:R:3
C -0.4202 1.8635 -2.0966 -0.4361 -0.7807 2.6200
F -1.5874 2.4623 -2.2265 -0.7195 -0.4174 -0.8390
F -0.0397 1.1626 -3.1478 -0.2417 0.2075 -0.4037
F 0.4299 2.8549 -1.8652 1.2863 0.3700 -0.0595
S -0.5165 0.7125 -0.5436 0.8533 -1.3043 -4.2995
O -1.5024 -0.2629 -1.0023 0.3150 0.0751 0.5446
O 0.8536 0.1700 -0.4797 -0.2698 0.1152 0.5227
O -0.9037 1.5488 0.5189 -0.3903 1.4367 2.2628
C 1.1748 0.4363 3.2178 0.6436 -0.3350 -0.7138
C 1.6996 -0.3203 4.4381 -1.3501 -0.6651 -0.2954
N 3.1707 -0.4456 4.4814 1.9610 2.0686 0.6618
C 4.1075 0.5476 4.7117 -3.8953 -0.0383 0.0738
C 5.3519 -0.0020 4.5517 2.3950 -2.4781 -0.5129
N 5.1923 -1.3651 4.4099 0.3560 2.1042 -1.0210
C 3.8932 -1.5777 4.3060 -2.1329 -0.1772 0.5563
C 6.2023 -2.3866 4.2837 1.6050 -1.0750 1.3595
H 0.2196 0.9330 3.3878 0.2416 0.0497 0.1939
H 1.0378 -0.2608 2.3911 -0.0970 0.0305 -0.1052
H 1.9247 1.1327 2.8425 -0.1924 0.4287 0.1515
H 1.3637 -1.3540 4.3558 -0.0796 -0.0515 0.2531
H 1.2510 0.0724 5.3505 0.7937 0.0984 0.3192
H 3.8475 1.5424 5.0421 -0.0838 0.2096 -0.1723
H 6.2958 0.4962 4.3864 0.2943 0.0042 0.4362
H 3.3420 -2.5010 4.2057 0.5014 -0.4741 -0.1949
H 5.9646 -3.2192 3.6216 -0.2992 0.4087 -0.1167
H 6.3100 -2.7583 5.3027 -0.0731 -0.5409 0.0687
H 7.2067 -1.9998 4.1113 -0.2818 0.4316 -0.5713
C -0.4655 5.8764 1.3960 1.7102 -1.2110 0.1320
C 0.7982 5.5652 0.5069 -0.5669 1.2027 -0.6386
C 1.6557 4.4203 0.9715 0.3294 -0.8075 -1.5930
N 3.0507 4.3437 0.2286 0.3577 -1.6659 2.5955
C 3.5486 2.8986 0.5710 -0.6076 1.1669 0.0398
C 4.1079 5.3692 0.6937 0.2569 -0.1818 0.4668
C 4.9623 5.6084 -0.5232 1.6176 1.8941 -0.6359
C 4.4773 4.7425 -1.6269 -0.5655 -1.3460 -1.0040
C 3.0445 4.4744 -1.2632 -0.6851 0.5565 -0.5884
H -1.1339 6.6697 1.0614 0.2901 -0.2346 -0.2460
H -0.0901 6.0995 2.3947 -0.1214 0.4049 0.0667
H -0.9664 4.9167 1.5228 -0.5664 0.1339 -0.1903
H 1.4037 6.4507 0.3136 0.0999 0.3519 0.6436
H 0.5266 5.3191 -0.5197 -0.5937 -0.1535 0.0479
H 1.2140 3.5069 0.5731 -0.3706 -0.1445 0.2886
H 1.7724 4.2534 2.0423 0.5058 0.5575 -0.0015
H 2.8237 2.2297 0.1070 0.5329 -0.1739 -0.5784
H 3.4394 2.6728 1.6317 0.0035 0.6929 0.2570
H 4.6087 2.8031 0.3363 -0.3186 -0.1528 -0.5142
H 4.7770 4.9917 1.4670 -0.5273 -0.7674 0.1798
H 3.6788 6.2457 1.1792 -0.5430 -0.0025 -0.6119
H 6.0288 5.4883 -0.3326 -0.0630 -0.3907 0.2436
H 4.9600 6.6414 -0.8711 -0.5200 0.1903 0.2340
H 4.9851 3.7822 -1.7166 0.2855 -0.0711 0.2836
H 4.4976 5.1096 -2.6530 0.2182 0.5618 0.2265
H 2.6628 3.6252 -1.8299 -0.3211 -0.1710 0.7011
H 2.4094 5.3334 -1.4797 0.1042 0.0319 -0.0736
C 3.5516 0.4140 -3.1074 0.7549 0.3979 0.1965
C 3.3147 -1.0524 -2.8353 -0.8318 -1.2969 0.8845
C 3.5126 -1.5000 -1.3562 -0.6895 -0.4112 -0.5424
N 3.0124 -2.9103 -0.9656 -0.1040 -1.2123 -2.6993
C 3.5494 -3.9491 -2.0398 -0.4802 0.3199 1.3736
C 1.4951 -3.0946 -0.7902 0.0198 -0.7899 -0.4960
C 1.2481 -3.4712 0.6506 0.2013 -0.3413 1.9274
C 2.5607 -4.0951 1.1926 0.7998 -0.1331 -2.9819
C 3.5467 -3.2304 0.3560 1.3201 0.2349 1.4052
H 3.1396 1.0951 -2.3627 -0.3544 -0.0995 -0.0540
H 3.2460 0.7032 -4.1129 -0.3609 -0.1231 0.1482
H 4.6279 0.5853 -3.1200 0.1620 0.0707 0.1383
H 3.9499 -1.6038 -3.5286 0.0094 -0.2785 0.2025
H 2.2864 -1.3732 -3.0023 -0.2653 0.3632 -0.6239
H 2.8046 -0.9925 -0.7010 0.8374 1.2871 0.0285
H 4.5762 -1.5512 -1.1234 -0.1131 0.5011 0.5072
H 3.3791 -4.9150 -1.5643 -0.1000 -0.1041 -0.4154
H 4.6219 -3.8349 -2.1973 -0.0734 0.3662 0.2026
H 3.0270 -3.8374 -2.9899 -0.1441 0.0589 0.3249
H 1.2679 -3.9962 -1.3590 -0.1136 0.2413 -0.3064
H 0.8838 -2.2656 -1.1469 0.4226 0.2154 0.0039
H 0.4253 -4.1789 0.7520 -0.0901 0.1667 -0.1444
H 1.0458 -2.6325 1.3167 -0.3525 0.4127 -0.3277
H 2.7118 -5.0985 0.7947 -0.3973 -0.3017 0.1659
H 2.7861 -4.1952 2.2543 -0.3019 0.5616 -0.0169
H 4.5465 -3.6202 0.1645 0.0261 -0.2162 0.5006
H 3.6554 -2.2511 0.8219 0.1354 0.1134 0.3180
C -4.6022 2.7133 0.9035 0.1509 -1.4224 -0.1276
C -3.9682 1.3115 1.3197 -0.2884 -0.0084 0.3107
C -4.9395 0.4940 2.2496 0.1309 0.5132 -0.9696
N -4.5345 -0.8731 2.8653 0.8458 2.3959 -0.1685
C -5.4520 -1.0756 3.9938 -1.0684 -2.3341 0.0336
C -4.5101 -2.0165 1.9101 2.0636 -0.5855 -0.8849
C -3.0581 -2.0129 1.3500 0.2382 -0.6469 -0.5600
C -2.1262 -1.4871 2.4429 -2.1870 0.2026 1.4597
C -3.1417 -0.6872 3.4146 2.3082 -0.8675 -0.7270
H -5.1686 3.1766 1.7114 0.3642 0.1477 0.0697
H -5.3010 2.5996 0.0748 -0.2144 -0.3769 0.1085
H -3.8484 3.3678 0.4657 0.2071 0.0317 0.5618
H -3.0200 1.4273 1.8445 -0.1281 0.5471 0.1781
H -3.6188 0.7817 0.4335 -0.5210 -0.2358 -0.2085
H -5.8843 0.2918 1.7451 -0.0794 0.1503 0.1311
H -5.0984 1.0934 3.1460 -0.2529 0.1089 -0.2067
H -6.4470 -1.2901 3.6038 -0.2143 0.8016 -0.0672
H -5.4447 -0.3291 4.7880 0.2294 0.0052 -0.4165
H -5.2025 -2.0804 4.3349 0.2604 0.2066 0.8171
H -4.6496 -2.9681 2.4230 -0.3927 0.3168 0.3331
H -5.1639 -1.9657 1.0394 -0.5811 0.4869 0.6378
H -2.7170 -3.0341 1.1798 -0.4257 -0.2188 -0.2521
H -3.0064 -1.5448 0.3670 0.1711 0.5312 0.3372
H -1.8821 -2.3630 3.0441 0.5236 0.0075 -0.0715
H -1.2148 -0.9600 2.1606 -0.3995 0.2019 -0.2299
H -3.0508 -1.1309 4.4060 -0.4528 0.0749 -0.0649
H -2.8253 0.3542 3.4752 -0.6873 -0.0156 0.0189
C -4.4269 1.6572 -3.7373 -0.0253 -1.5028 0.3581
C -3.7623 0.2739 -4.3061 -2.0586 1.1488 1.7043
C -4.3100 -0.8719 -3.3609 -0.0398 0.8560 -0.8986
N -3.7571 -2.2862 -3.5771 -0.9931 -0.3949 -0.7573
C -2.2630 -2.3417 -3.4480 0.5258 0.3131 -0.1419
C -4.2176 -2.7831 -5.0285 0.2142 -1.3361 0.5859
C -4.5844 -4.3215 -4.9173 -1.4516 1.3036 0.6775
C -4.1842 -4.6145 -3.4683 0.6045 -1.3832 -1.0806
C -4.3847 -3.3653 -2.6801 0.8365 0.5877 0.1473
H -4.2577 2.5488 -4.3410 0.3162 -0.3080 -0.0068
H -4.1876 1.8288 -2.6879 1.0035 0.1550 -0.0577
H -5.5032 1.5826 -3.5823 -0.3148 -0.3966 -0.8546
H -2.6805 0.4065 -4.3146 -0.1622 -0.2553 -0.2318
H -4.2498 0.1264 -5.2698 0.7595 -0.0463 -0.2785
H -5.3708 -0.9382 -3.6024 -0.0172 -0.2490 0.0104
H -4.2988 -0.5319 -2.3253 0.7202 -0.5517 0.2209
H -1.9313 -2.2521 -2.4135 -0.4855 0.2931 0.0750
H -1.8240 -1.5202 -4.0141 -0.2157 -0.0002 0.0641
H -1.7992 -3.2516 -3.8289 -0.6521 -0.1236 -0.1991
H -3.3691 -2.6138 -5.6914 -0.4821 0.4457 -0.1356
H -5.1840 -2.3357 -5.2609 0.7100 0.8262 -0.1702
H -4.2065 -4.9832 -5.6967 0.5934 0.2307 0.3140
H -5.6664 -4.3953 -5.0269 -0.0930 0.1026 -0.0437
H -3.1523 -4.8651 -3.7141 0.4427 -0.1120 1.4601
H -4.6594 -5.4595 -2.9700 -0.0332 -0.0701 -0.3347
H -3.8748 -3.3484 -1.7169 0.2184 0.0088 -0.0645
H -5.4377 -3.2054 -2.4482 -0.0828 0.4650 -0.5736
```
Positions in Å, forces in eV/Å.